A structure of composition C19H24NOs, computed with the ωB97M-V functional and the def2-TZVPD basis.

The geometry in XYZ format:
```
45
Properties=species:S:1:pos:R:3:forces:R:3
H 0.30842 -0.18234 -5.04559 0.166 -0.193 0.320
Os 0.19111 -0.28653 -0.72302 -3.540 4.325 -6.111
H 1.66510 2.21255 -1.37081 -0.022 -0.263 0.161
C 0.34462 1.72054 -3.37865 0.542 0.953 0.499
C -1.91483 -0.83769 -0.90337 -0.678 -0.824 0.199
H 1.51924 -0.68634 1.84265 0.282 0.067 -0.117
H 2.62275 -0.14355 -2.34282 -0.177 0.089 0.357
H -2.12915 0.01054 1.14341 0.291 -0.218 -0.138
H -2.03478 -0.80880 3.41925 0.125 0.164 0.250
C 0.56504 -0.55406 -4.03725 0.726 -0.874 -0.490
C 1.46176 1.11329 0.55342 -0.535 -0.312 -0.208
H -0.17245 -1.72026 1.79136 -0.316 -0.207 -0.315
H -1.50509 0.67986 -4.63232 -0.064 -0.125 0.469
C -1.55131 0.37227 -3.57262 -1.083 -0.058 0.336
N -0.19051 0.15579 3.41259 -0.056 -0.232 1.183
H -2.05978 -0.58601 -3.56586 -0.155 -0.204 0.027
C 2.20073 -0.92745 -0.28947 0.988 0.232 0.856
C 0.50728 1.19154 5.46209 0.159 -0.568 -1.622
C 1.76853 1.28652 -0.82168 1.672 0.064 0.104
C -0.26138 -2.36420 -0.35779 -0.523 -1.050 0.387
C -1.63207 -0.69634 0.48169 -0.298 0.672 -0.061
H 1.65200 -0.53831 -3.98564 0.058 -0.011 0.054
H -1.07698 -2.25947 -2.43448 -0.001 0.124 0.206
C -0.13055 0.33062 -3.04098 0.042 0.063 -0.484
H -0.80593 0.93634 7.17724 0.047 -0.014 -0.560
H 2.48828 -1.96982 -0.39212 0.072 0.380 0.177
H -0.14188 2.48072 -2.76697 -0.067 0.143 -0.046
H 0.49090 -3.15085 -0.46102 -0.502 0.324 0.183
H 1.41558 1.84833 -3.27462 0.244 0.024 -0.128
H -2.17782 1.10838 -3.06340 -0.030 -0.019 0.008
C -0.60727 -1.61097 0.80271 -0.498 -2.441 2.053
C -0.64050 0.73110 6.11372 -0.219 0.152 1.255
C 0.68209 0.88830 4.10226 2.474 2.151 0.975
H 0.25439 -1.59658 -4.01103 -0.054 -0.134 0.057
C 1.68942 -0.25114 0.87057 2.880 -0.292 1.555
H 1.56302 1.24685 3.57756 -0.018 0.043 0.135
H -2.62750 -0.24333 -1.46265 0.231 -0.183 0.126
H 1.09554 1.89504 1.20952 -0.043 -0.258 -0.062
H 1.27701 1.76942 5.96722 -0.091 -0.147 -0.254
H -2.49393 -0.39152 5.80263 0.230 0.054 -0.252
H 0.10484 1.92709 -4.43280 0.077 -0.003 0.338
C -1.31025 -0.25026 4.01726 -3.227 -1.212 0.519
C -1.08921 -1.88950 -1.41677 -0.556 -0.569 -0.259
C -1.57371 0.00007 5.37289 0.557 -0.359 -1.555
C 2.25925 0.04016 -1.33632 0.886 0.747 -0.128
```
Forces are in eV/Å.

Results
Electronic energy in eV: -24034.145
Molecular weight in g/mol: 456.64
HOMO-LUMO gap (alpha / beta) in eV: 4.7 / 6.2
2S+1: 5
LUMO (alpha / beta) in eV: -3.210 / -5.871
Total charge: +1
F_max in eV Å⁻¹: 8.28